One molecule with the formula C6H4O. Source: the Open Molecules 2025 dataset; level of theory: wB97M-V/def2-TZVPD.

Geometry as XYZ:
```
11
Properties=species:S:1:pos:R:3:forces:R:3
C 1.62501 0.63343 -0.38600 0.039 -0.307 0.093
C 1.24283 -0.32716 0.39258 0.056 0.019 0.039
C 0.72916 -1.47356 1.07124 -0.049 0.145 -0.324
C 0.32947 0.91060 0.29628 -0.355 0.216 0.174
C -0.94300 0.46844 -0.31704 0.031 -0.070 0.017
C -1.24058 -0.82941 -0.19129 0.031 0.163 -0.133
O -0.51321 -1.69537 0.62037 0.200 -0.065 0.066
H 2.22645 0.93540 -1.22994 -0.125 -0.193 0.079
H 0.29588 1.57505 1.15906 -0.014 0.046 -0.172
H -1.63341 1.13183 -0.82937 0.013 -0.074 0.121
H -2.11857 -1.32925 -0.58591 0.174 0.119 0.039
```
Positions in Å, forces in eV/Å.

## Properties
lowest unoccupied orbital energy: 0.048 eV
orbital gap: 8.633 eV
relative energy (zero: lowest compared OMol25 entry of this formula, charge and spin): 4.472 eV
energy: -8327.96852 eV
net charge: 0

***

One molecule with the formula CHClFN3 in a non-equilibrium geometry. Source: the Open Molecules 2025 dataset; level of theory: wB97M-V/def2-TZVPD.

Geometry as XYZ:
```
7
Properties=species:S:1:pos:R:3:forces:R:3
C 1.26648 0.57905 0.12031 3.053 2.984 -1.383
N 2.11021 1.26886 -0.28475 -0.943 -0.560 0.534
N 0.41226 -0.28080 0.56864 -4.952 2.317 2.224
N -1.08685 0.28086 0.14533 3.117 -0.870 -1.201
F -1.00841 0.05857 -1.29484 -0.192 0.400 1.000
Cl -2.28342 -0.80650 0.61439 0.018 -0.468 0.480
H 0.58973 -1.10004 0.13092 -0.101 -3.803 -1.654
```
Positions in Å, forces in eV/Å.

## Properties
lowest unoccupied orbital energy: -0.592 eV
SMILES string: N#CNN(F)Cl
orbital gap: 10.458 eV
relative energy (zero: lowest compared OMol25 entry of this formula, charge and spin): 0.126 eV
energy: -20758.01179 eV
net charge: 0